# C17H35CrN6O3

C17H35CrN6O3 as an isolated structure (ωB97M-V/def2-TZVPD, OMol25).

Computed properties:
Spin multiplicity   2
Relative energy (zero: lowest compared OMol25 entry of this formula, charge and spin)   103.3 kJ/mol
Max |F|   0.8 eV/Å
Charge   +2
DFT total energy   -2267.033766 a.u.
<S²>   0.760

Positions of all 62 atoms, in Å:
1 Cr 0.4853 0.0619 0.1597
2 C -1.4844 0.9894 -2.9090
3 C -2.5092 1.9009 -2.2425
4 N -2.5701 1.7247 -0.7850
5 C -3.3720 0.5860 -0.3466
6 C -2.5765 -0.6822 -0.0995
7 N -1.4306 -0.5237 0.8484
8 C -1.8583 -0.0351 2.2012
9 C -1.6275 1.4432 2.4633
10 C -0.1625 1.8265 2.5825
11 N 0.5602 1.8044 1.2749
12 C 0.1629 2.9386 0.3895
13 C 0.8924 2.8099 -0.9275
14 N 0.6583 1.4668 -1.5487
15 C -0.0487 1.4772 -2.8730
16 H -1.7503 0.8784 -3.9630
17 H -1.5387 -0.0138 -2.4776
18 H -3.4908 1.7388 -2.6994
19 H -2.2420 2.9423 -2.4377
20 H -2.9885 2.5597 -0.3942
21 H -4.1474 0.3273 -1.0774
22 H -3.8983 0.8613 0.5690
23 H -2.1817 -1.0936 -1.0246
24 H -3.2549 -1.4304 0.3177
25 H -1.1359 -1.4879 0.9983
26 H -1.3130 -0.6130 2.9464
27 H -2.9152 -0.2719 2.3250
28 H -2.0973 1.6742 3.4206
29 H -2.1340 2.0550 1.7153
30 H 0.3438 1.1317 3.2515
31 H -0.0716 2.8260 3.0099
32 H 1.5497 1.9325 1.4864
33 H 0.3850 3.8924 0.8696
34 H -0.9050 2.8582 0.2138
35 H 1.9666 2.9262 -0.7751
36 H 0.5759 3.6070 -1.5980
37 H 1.5849 1.1150 -1.7565
38 H 0.5403 0.8521 -3.5441
39 H -0.0025 2.4908 -3.2755
40 C 1.8914 -3.6365 -0.6788
41 C 1.8533 -2.2459 -1.2704
42 C 2.1620 -2.2347 -2.7555
43 O 0.5023 -1.6576 -1.0660
44 C 2.8237 -1.3015 -0.5602
45 O 3.9344 -1.6324 -0.2736
46 O 2.3140 -0.0865 -0.3076
47 H 1.2984 -4.3264 -1.2800
48 H 1.5092 -3.6369 0.3418
49 H 2.9241 -3.9805 -0.6607
50 H 1.4855 -2.9047 -3.2914
51 H 3.1798 -2.5904 -2.9135
52 H 2.0869 -1.2282 -3.1765
53 H 0.0205 -1.7112 -1.9001
54 N 2.6057 -1.7379 3.2957
55 C 1.5631 -2.6299 3.3666
56 C 0.6549 -2.1961 2.4615
57 N 1.1282 -1.0430 1.8425
58 C 2.3232 -0.8121 2.3752
59 H 3.4685 -1.7947 3.8163
60 H 1.5602 -3.4761 4.0325
61 H -0.2947 -2.6520 2.2288
62 H 3.0072 -0.0316 2.0854

Results of the Mulliken charge analysis, in e, for atoms 1 through 4: atom 1 (Cr): -0.3366, atom 2 (C): 0.0515, atom 3 (C): -1.2198, atom 4 (N): -0.1842